Entry 1:
The following is a DFT calculation (the ωB97M-V functional and the def2-TZVPD basis) of an isolated molecule of C4H12N2 at a distorted geometry.

Element x y z (Å)
C 1.17601 1.20832 -1.24975
N 0.65433 0.27879 -0.29587
C 1.62137 -0.48418 0.42219
C -0.69451 0.57941 0.19103
C -1.37820 -0.57654 0.89636
N -2.20124 -1.49162 0.08414
H 0.57473 1.97599 -1.72132
H 1.84923 0.75494 -1.95589
H 1.92213 1.85947 -0.72444
H 1.19118 -1.44177 0.73015
H 2.53306 -0.69435 -0.12630
H 1.85150 -0.03210 1.40814
H -1.20952 0.94980 -0.69629
H -0.59693 1.43224 0.89128
H -1.95578 -0.32053 1.77749
H -0.58052 -1.21746 1.26683
H -1.67986 -1.72669 -0.75045
H -3.07699 -1.05372 -0.14730

Summary:
LUMO: 1.04 eV
M: 88.15 g/mol
SMILES: CN(C)CCN

Entry 2:
The following is a DFT calculation (the ωB97M-V functional and the def2-TZVPD basis) of a structure of composition C23H33CoN6O4S4.

Element x y z (Å)
Co 0.24651 -0.17986 0.15948
O -0.42325 4.02846 0.97551
C -0.09711 2.79093 0.63008
O -0.44602 1.80448 1.24412
C 0.72027 2.69872 -0.61800
C 1.27631 3.74585 -1.32706
C 2.03341 3.42284 -2.45330
C 2.19772 2.10035 -2.82888
C 1.60085 1.11138 -2.05158
N 0.89512 1.43474 -0.98261
C 1.67602 -0.38967 -2.34432
O 2.17514 -0.74480 -3.38891
O 1.14135 -1.13023 -1.43650
H -0.95861 3.98519 1.78592
H 1.12597 4.76776 -1.01679
H 2.48842 4.21144 -3.03577
H 2.76376 1.80869 -3.70111
C -3.06463 -1.07882 1.77768
C -2.37194 -2.39143 1.39451
S -0.57741 -2.36448 1.13758
C 0.15265 -2.87187 2.71037
C -0.36446 -2.18901 3.96268
S -0.05208 -0.40403 3.93871
C -1.44110 0.19470 4.92703
C -2.68907 0.50638 4.11861
S -3.59972 -0.94110 3.50924
H -3.96944 -0.99161 1.17355
H -2.44122 -0.21811 1.54088
H -2.75037 -2.73261 0.43027
H -2.59030 -3.18359 2.11183
H 1.21863 -2.68458 2.56237
H 0.03024 -3.95231 2.80689
H 0.12284 -2.64222 4.82915
H -1.43957 -2.34375 4.06177
H -1.07974 1.10749 5.40490
H -1.65078 -0.51682 5.72604
H -2.43221 1.12708 3.25973
H -3.39122 1.06885 4.73632
N 1.95808 -0.21847 1.29451
C 3.02070 -0.44951 1.68954
N 4.21432 -0.72320 2.11993
C 4.60139 -2.13257 2.32721
C 6.10227 -2.19239 2.58561
C 6.81836 -1.21843 1.65866
C 6.48168 0.22847 2.04295
C 5.08291 0.33437 2.65694
H 4.35459 -2.67706 1.41263
H 4.02872 -2.55714 3.15726
H 6.43557 -3.21825 2.42836
H 6.31868 -1.94787 3.62854
H 6.50242 -1.41406 0.63105
H 7.89565 -1.37270 1.68952
H 6.56145 0.87677 1.17095
H 7.19792 0.59660 2.77989
H 4.61214 1.29159 2.43242
H 5.11212 0.23107 3.74470
C -3.94119 3.03195 -2.89664
C -4.37336 2.03294 -1.82528
C -3.38650 0.92237 -1.67329
N -2.43315 0.92468 -0.81546
N -1.63365 -0.19225 -0.89620
C -1.98949 -1.00729 -1.85866
N -1.36631 -2.17576 -2.11327
S -3.38610 -0.46885 -2.71712
H -4.68475 3.81823 -3.00414
H -3.82145 2.54817 -3.86490
H -2.99127 3.49195 -2.62858
H -5.35446 1.61951 -2.06604
H -4.45700 2.52226 -0.85360
H -0.36743 -2.19077 -1.88022
H -1.62175 -2.66429 -2.95688

Summary:
net charge: +1
expectation value of S²: 3.76
LUMO (alpha / beta): -2.82 / -2.82 eV
M: 644.76 g/mol
2S+1: 4

Entry 3:
The following is a DFT calculation (the ωB97M-V functional and the def2-TZVPD basis) of a structure of composition C53H58As2BiN2O13P2.

Element x y z (Å)
Bi 0.12366 -0.19495 0.96388
O 1.33324 0.03355 4.20942
C 0.40475 0.23284 5.21443
C 0.64592 -0.13674 6.53120
C -0.32105 0.10789 7.49169
C -1.53088 0.70187 7.14701
C -1.79339 0.98750 5.82216
C -0.82696 0.75138 4.83651
P -1.37297 0.81851 3.11427
C -1.75990 2.53419 2.70645
C -2.37407 2.85061 1.48888
C -2.60425 4.17596 1.15511
C -2.21905 5.19276 2.02297
C -1.59662 4.88262 3.22175
C -1.36354 3.55736 3.56545
C -2.93171 -0.11713 3.23726
C -2.88533 -1.38572 3.81838
C -4.04581 -2.12386 3.97337
C -5.26435 -1.60629 3.55159
C -5.32012 -0.33986 2.98993
C -4.15950 0.40962 2.83797
C 2.64264 0.45078 4.34915
C 3.13213 1.17187 5.42993
C 4.48419 1.47157 5.48618
C 5.35504 1.06929 4.48048
C 4.84574 0.41911 3.37483
C 3.48321 0.11385 3.29318
P 2.85622 -0.44132 1.69487
C 3.69027 0.71066 0.55909
C 3.52821 2.06753 0.84951
C 4.18705 3.02598 0.09924
C 5.00894 2.63912 -0.95292
C 5.18259 1.29186 -1.23828
C 4.53599 0.32441 -0.47791
C 3.48971 -2.11717 1.44616
C 3.53106 -2.71156 0.18167
C 4.00930 -4.00395 0.03745
C 4.43964 -4.71956 1.14797
C 4.39518 -4.13899 2.40619
C 3.92494 -2.84241 2.55730
H 1.58187 -0.60261 6.80557
H -0.12767 -0.16791 8.51910
H -2.27411 0.90735 7.90382
H -2.76334 1.37763 5.53925
H -2.66045 2.06569 0.79851
H -3.09372 4.41680 0.22078
H -2.40932 6.22539 1.76398
H -1.29295 5.67119 3.89591
H -0.87587 3.32961 4.50356
H -1.94712 -1.78481 4.18665
H -4.00523 -3.09962 4.43848
H -6.17062 -2.18176 3.67983
H -6.26923 0.07879 2.68508
H -4.22777 1.40698 2.42808
H 2.48250 1.50599 6.22372
H 4.85977 2.02802 6.33408
H 6.41002 1.29133 4.54524
H 5.50139 0.16376 2.55112
H 2.90188 2.38095 1.67650
H 4.06509 4.07372 0.33682
H 5.52662 3.38648 -1.53814
H 5.84350 0.98767 -2.03786
H 4.71926 -0.71836 -0.69055
H 3.18966 -2.17121 -0.68963
H 4.05595 -4.45274 -0.94564
H 4.82128 -5.72410 1.02866
H 4.74616 -4.68663 3.26984
H 3.92646 -2.38869 3.54014
O 1.60577 1.83594 -1.76204
H 1.36908 2.26249 -2.61634
H 2.57144 1.79266 -1.76249
O 0.39914 2.32567 0.60014
H 0.85138 2.34873 -0.28197
H -0.31586 2.97691 0.59770
O 0.68505 -2.19191 -0.66492
H 0.63251 -2.16368 -1.64721
H 0.99064 -3.07836 -0.43759
O -2.43028 -0.50193 0.37438
H -2.72679 -0.65722 -0.55131
H -3.17851 -0.73519 0.94245
N -0.04391 -4.01183 3.31201
C -1.00981 -4.31045 2.37934
C -1.12149 -3.21256 1.59319
N -0.22972 -2.25427 2.04105
C 0.40483 -2.77505 3.07772
H 0.28205 -4.62494 4.04426
H -1.52180 -5.25541 2.36190
H -1.75839 -3.03969 0.74568
H 1.15620 -2.28149 3.67065
C -3.16836 -3.64250 -4.18829
O -3.61948 -2.64965 -3.23634
C -3.10773 -1.45288 -3.09196
O -3.43798 -0.79983 -2.10524
C -2.07066 -0.85749 -3.99129
C -2.09052 -0.76475 -5.32195
As -0.55823 -0.35843 -6.59399
C -1.49965 0.75891 -7.88453
C 0.17827 0.85002 -5.24122
C 0.46104 0.10121 -4.15401
As -0.83454 0.09130 -2.68849
C -1.78462 1.79606 -2.79001
C 1.09472 -1.24587 -4.24969
O 0.84126 -2.16081 -3.47679
O 2.02361 -1.30557 -5.17912
C 2.64785 -2.58792 -5.40593
C -0.01367 2.31967 -5.07329
O 0.55187 2.95084 -4.19894
O -0.75880 2.87333 -6.00845
C -0.85272 4.31666 -5.98157
C -3.17550 -1.29741 -6.22126
O -2.89668 -2.14630 -7.02417
O -4.40101 -0.78268 -6.17182
C -4.71159 0.37078 -5.37701
H -3.83965 -3.65228 -5.04073
H -3.23360 -4.58734 -3.65798
H -2.14508 -3.44680 -4.49919
H -1.99718 0.07069 -8.56685
H -0.75198 1.32317 -8.43959
H -2.21311 1.44432 -7.43933
H -2.07639 2.05395 -3.80511
H -1.19276 2.60139 -2.36037
H -2.68776 1.64195 -2.19991
H 3.12300 -2.50828 -6.37724
H 1.90057 -3.37708 -5.39940
H 3.39226 -2.76742 -4.63258
H -1.43181 4.58196 -6.85875
H 0.14330 4.74997 -6.02487
H -1.35656 4.63522 -5.07120
H -5.66569 0.72426 -5.75493
H -3.95641 1.14714 -5.50446
H -4.81370 0.10796 -4.32549

Summary:
net charge: +3
LUMO: -7.47 eV
M: 1351.82 g/mol

Entry 4:
The following is a DFT calculation (the ωB97M-V functional and the def2-TZVPD basis) of an isolated molecule of C16H23NO4.

Element x y z (Å)
C 1.43260 4.17089 -3.80033
C 1.30471 2.65272 -3.80948
C 2.41249 1.98803 -2.99696
C 2.29594 0.46579 -3.00904
C 3.36784 -0.18634 -2.13251
O 3.26283 0.18159 -0.77247
C 2.25377 -0.32159 -0.01240
C 1.38459 -1.34234 -0.38177
C 0.40709 -1.78581 0.49131
C 0.27471 -1.21450 1.74851
N -0.70608 -1.61106 2.67336
C -1.78550 -2.39617 2.47830
O -2.05626 -2.96668 1.43266
C -2.72650 -2.44995 3.66780
C -3.62644 -1.20434 3.65734
C -4.18746 -0.92485 2.25586
C -3.21513 -0.07700 1.44142
O -2.88568 1.02195 1.79735
O -2.76813 -0.59238 0.29497
C 1.15053 -0.19883 2.12670
C 2.12449 0.24040 1.26034
H 0.63522 4.62609 -4.38305
H 1.37387 4.55065 -2.78286
H 2.38633 4.47685 -4.22537
H 1.34526 2.29045 -4.83975
H 0.33466 2.36860 -3.39581
H 2.36393 2.33766 -1.96379
H 3.38499 2.27951 -3.40141
H 2.40706 0.08907 -4.02792
H 1.30623 0.18111 -2.64650
H 3.34955 -1.27809 -2.24225
H 4.35747 0.17146 -2.43126
H 1.45353 -1.81172 -1.34999
H -0.25493 -2.57890 0.18827
H -0.63920 -1.13995 3.56555
H -3.34350 -3.34348 3.56048
H -2.17667 -2.51268 4.60747
H -4.44544 -1.35888 4.36141
H -3.06736 -0.32344 3.98144
H -5.09972 -0.33168 2.34860
H -4.42602 -1.85899 1.74540
H -2.82232 -1.56617 0.27281
H 1.05854 0.25508 3.10328
H 2.80411 1.02794 1.54426

Summary:
LUMO: 0.69 eV
M: 293.36 g/mol
SMILES: CCCCCOc1ccc(NC(=O)CCCC(=O)O)cc1

Entry 5:
The following is a DFT calculation (the ωB97M-V functional and the def2-TZVPD basis) of the ion C7H12FN4 with charge +1 at a distorted geometry.

Element x y z (Å)
C 3.71974 0.74593 0.06356
N 2.35613 0.86417 -0.00621
C 1.63934 -0.11166 0.31454
N 0.20853 0.13669 0.34942
C -0.24284 1.40477 0.17257
N -1.53818 1.36367 0.18361
C -2.37528 2.48092 0.04719
N -1.98745 0.09484 0.34161
C -0.88137 -0.68941 0.41388
C -0.90673 -2.16142 0.37407
C -1.25772 -2.55233 -1.05859
F 0.17645 -2.81408 0.77460
H 4.08179 1.73952 0.32146
H 4.17947 -0.07731 0.58020
H 4.15145 0.61433 -1.01151
H 1.94106 -1.06617 0.82161
H 0.40696 2.29440 0.23021
H -2.81068 2.76548 0.93631
H -1.81058 3.28381 -0.19521
H -3.29819 2.18440 -0.60288
H -1.63829 -2.43829 1.10813
H -1.42518 -3.70583 -1.10911
H -2.17046 -2.09972 -1.31564
H -0.51795 -2.25672 -1.73385

Summary:
net charge: +1
LUMO: -3.85 eV
M: 171.20 g/mol
SMILES: C/N=C/[n+]1cn(C)nc1[C@@H](C)F

Entry 6:
The following is a DFT calculation (the ωB97M-V functional and the def2-TZVPD basis) of a cluster of 2 separate species, C20H23N4O5 in total at a distorted geometry.

Element x y z (Å)
C -1.87836 -0.28489 3.76967
C -1.50939 -0.41829 2.31395
O -2.62753 0.01208 1.51901
C -2.36483 -0.10565 0.17478
C -3.45986 0.35230 -0.63601
C -3.22996 0.39283 -1.99195
N -3.12125 0.44091 -3.16575
O -1.29768 -0.56523 -0.22446
H -1.06613 -0.67723 4.38473
H -2.02913 0.76460 4.04073
H -2.79139 -0.84127 4.00520
H -0.63406 0.20586 2.08430
H -1.27098 -1.46202 2.06996
H -4.19553 0.96912 -0.12882
C -5.92500 5.23279 -5.28145
N -6.95700 4.73967 -4.38195
C -7.81809 5.79661 -3.87266
C -6.71415 3.59661 -3.59399
C -5.98172 3.68960 -2.39499
C -5.79837 2.57318 -1.59844
C -6.29734 1.31290 -1.97306
C -6.05862 0.11994 -1.16372
C -6.44365 -0.06658 0.13384
C -6.23351 -1.41444 0.69125
O -5.90867 -2.39114 0.01518
N -6.42294 -1.56330 2.07337
C -6.27861 -2.89371 2.61476
C -6.69642 -0.52057 2.96602
O -6.76976 -0.68232 4.18057
N -6.89316 0.74372 2.39284
C -7.29716 1.76574 3.33231
C -6.92283 1.01662 1.01375
O -7.30731 2.12164 0.62677
C -7.00306 1.21952 -3.19692
C -7.21247 2.33069 -3.99060
H -5.31431 4.39561 -5.63835
H -6.40942 5.72449 -6.13507
H -5.27297 5.97066 -4.78267
H -8.58805 5.36668 -3.22167
H -7.24664 6.55180 -3.30802
H -8.29884 6.29318 -4.72504
H -5.56986 4.65321 -2.08826
H -5.24605 2.68415 -0.66895
H -5.81614 -0.79813 -1.70515
H -6.41467 -2.82126 3.68939
H -7.03441 -3.54810 2.17143
H -5.28844 -3.28533 2.36785
H -7.37135 2.71052 2.80183
H -8.26547 1.50078 3.76948
H -6.56139 1.81902 4.13698
H -7.39973 0.24496 -3.48967
H -7.77904 2.27321 -4.92256

Summary:
net charge: -1
LUMO: 2.07 eV
M: 399.43 g/mol

| no. | DFT total energy (a.u.) |
| --- | --- |
| 1 | -269.059450 |
| 2 | -4501.163334 |
| 3 | -8510.110891 |
| 4 | -979.237499 |
| 5 | -592.513841 |
| 6 | -1371.216543 |